C4H7O3Tb as an isolated structure in a non-equilibrium geometry, computed with ωB97M-V with the def2-TZVPD basis set.

Last column: Mulliken spin population.
Cartesian coordinates (Å):
1 O 1.541 -0.880 0.074  0.00
2 Tb -0.572 -1.130 0.231  7.91
3 O -1.584 -0.764 -1.428  0.13
4 C -1.444 0.418 -2.139  0.08
5 C -0.936 1.556 -1.300  -0.87
6 O -0.850 1.252 0.060  -0.13
7 C -0.596 2.244 0.979  0.03
8 C -0.040 1.970 2.154  -0.04
9 H -2.391 0.750 -2.612  -0.04
10 H -0.732 0.286 -2.988  -0.04
11 H -1.046 2.615 -1.534  -0.02
12 H 1.933 0.021 -0.344  0.00
13 H -0.618 3.252 0.560  0.00
14 H 0.448 1.009 2.334  -0.01
15 H 0.209 2.796 2.817  0.00

## Properties
DFT total energy = -32829.4413 eV
HOMO-LUMO gap (alpha / beta) = 9.07 / 6.92 eV
Spin multiplicity = 8
⟨S²⟩ = 16.780
Lowest unoccupied orbital energy (alpha / beta) = -4.3 / -4.9 eV
Energy relative to the best compared isomer or geometry (same formula, charge and spin) = 0.0 kJ/mol
Net charge = +1